Record 1
ORCA calculation (ωB97M-V with the def2-TZVPD basis set) on a molecular structure, C28H31Br2Cl63InO3 at a distorted geometry.

Last column: Löwdin charge in e.
Atoms and positions in Å:
1 Cl 4.401836 0.807521 8.848880  0.52
2 Cl -2.313717 -4.420143 -4.500563  0.52
3 C 0.500574 2.028022 6.412668  -1.54
4 H 0.435437 -2.023616 -7.909074  0.06
5 H -12.160941 10.390315 3.303531  0.01
6 Cl -5.733975 11.206474 6.114679  0.51
7 Cl -1.041421 -9.325750 -7.262279  0.54
8 H -1.146400 10.667489 3.356144  -0.01
9 C 1.455325 -2.067754 -7.587409  -0.17
10 C -6.231294 -3.862600 2.737233  -1.56
11 H -0.711740 0.093385 0.673655  -0.05
12 Cl 2.304763 -0.541844 10.339272  0.52
13 Cl -7.005319 5.539612 5.696776  0.52
14 Cl -12.541633 8.920288 5.072982  0.53
15 Cl 1.904887 -7.744863 -5.229297  0.51
16 In 3.437179 -0.768452 -4.867568  0.47
17 C 2.230177 -2.584059 -5.280717  -0.76
18 H 3.879518 0.667588 -7.269306  0.05
19 Cl -7.379091 7.983551 7.186179  0.51
20 Cl -7.726217 12.348029 7.893691  0.52
21 Cl 4.630792 -8.741358 -5.108392  0.52
22 C 1.012200 -8.756034 0.721982  -1.55
23 C 6.814215 -2.905933 -5.094774  -0.01
24 Cl 4.079300 -6.181857 -6.376353  0.62
25 C 0.297516 -10.048132 -6.377634  -1.59
26 H -10.045431 8.194787 -0.009553  -0.05
27 H 2.005036 -2.508585 -8.390771  0.07
28 H -8.891891 6.221842 6.908220  0.01
29 C 3.470729 -7.791670 -6.053342  -1.50
30 Cl -3.094821 8.405352 7.239204  0.51
31 Cl -0.008802 -10.021147 -4.643545  0.49
32 H 4.660721 -1.276267 -3.694069  -0.06
33 C -5.351117 -7.120364 -1.579397  -1.55
34 Cl -0.552804 3.063132 5.455219  0.51
35 Cl 2.480682 -1.814547 -0.676149  0.53
36 Cl 10.520434 -2.712742 0.099291  0.50
37 C 3.815193 -4.827617 3.764124  -1.54
38 H -3.382712 5.873142 1.919222  0.02
39 H -7.289989 12.886699 5.663973  0.01
40 C -1.469660 8.181348 6.595941  -1.56
41 Cl -8.873310 10.191756 -0.295224  0.51
42 H 1.818211 -1.084475 -7.392232  0.06
43 C -8.185158 6.716838 6.259923  -1.53
44 H 3.580666 -5.881685 3.778139  -0.01
45 C 4.482287 0.015566 -6.683025  -0.19
46 C -1.555543 10.189478 2.478328  -1.54
47 H 6.295187 -2.570000 -4.220046  0.04
48 Cl -13.903747 9.053303 2.514364  0.54
49 Cl 1.873922 1.443761 5.473969  0.54
50 C 5.869941 -2.759308 -6.217716  -0.49
51 H 2.398046 0.484614 -4.186275  -0.09
52 Cl 2.313622 -9.815241 0.178767  0.53
53 Cl -4.279881 6.453361 4.007119  0.48
54 Cl 0.059999 -2.510535 0.791687  0.54
55 Cl 0.615308 -11.694511 -6.937457  0.52
56 Cl -5.366283 -5.466155 -0.974722  0.51
57 C -12.391646 9.338036 3.370588  -1.54
58 Cl -0.633546 9.736464 6.452415  0.52
59 Br 2.181868 -3.753054 -3.755205  0.61
60 Cl 4.507760 -4.440337 2.193988  0.56
61 Cl -8.557285 10.931990 5.499849  0.50
62 Cl -8.220014 7.549987 -1.311040  0.53
63 Cl -3.933228 -7.411595 -2.576931  0.52
64 Cl -10.669627 8.865808 -2.151901  0.53
65 C -3.353850 5.427643 2.903153  -1.52
66 Cl -6.841778 -7.483131 -2.460228  0.51
67 C 1.560934 -2.911733 -6.392447  -0.85
68 Cl -11.066863 8.449969 2.607510  0.52
69 Cl -0.213248 9.629047 1.484581  0.54
70 H -1.551735 7.741855 5.611218  -0.04
71 C -0.491480 1.147156 0.604647  -1.56
72 Cl 4.959156 -4.503519 5.067010  0.53
73 Cl 5.229409 3.057899 -2.486551  0.53
74 Cl -2.550343 8.831884 3.015921  0.51
75 H 9.390561 -1.134528 1.395192  0.01
76 H -5.304482 -7.781617 -0.727656  0.01
77 H 2.287039 -2.890275 1.384609  -0.06
78 C 1.749796 -2.933802 0.452980  -1.53
79 Cl 1.842793 -4.577247 -0.179748  0.48
80 C -1.029445 -5.236046 -3.614311  -1.56
81 C -9.517047 8.641656 -0.836900  -1.58
82 H -0.089339 -4.825889 -3.966898  -0.14
83 C -7.323115 11.962455 6.219724  -1.55
84 Cl 0.152812 -8.058122 -0.645538  0.52
85 H 0.889261 2.615534 7.231228  0.01
86 O 4.594026 -1.391950 -8.646906  0.07
87 Cl -5.169138 -5.262768 2.596066  0.51
88 Cl -1.117822 -4.924180 -1.878717  0.49
89 C 3.032758 -0.302614 8.749546  -1.58
90 Cl 0.151845 1.458285 -0.993135  0.55
91 O 4.932462 -3.542827 -6.472410  -0.01
92 H 7.660299 -2.278374 -5.252582  0.06
93 H 0.316475 -9.349062 1.295025  0.01
94 Cl -0.541843 7.081274 7.612146  0.53
95 Cl 10.192861 -5.948044 -3.813678  0.53
96 Cl -1.667875 5.318324 3.421493  0.51
97 Cl 8.109269 -1.238557 -0.552657  0.53
98 H 7.134009 -3.920889 -5.009300  0.08
99 Cl -1.990429 2.040404 0.895016  0.50
100 Cl 10.996063 -3.896635 -5.705936  0.53
101 C 10.781708 -4.295274 -3.999829  -1.55
102 H 6.147185 2.320199 -0.472707  0.00
103 C 5.155282 2.297180 -0.897714  -1.55
104 Br 0.634873 -4.563724 -6.612167  0.70
105 C 9.074895 -1.934449 0.743633  -1.55
106 Cl 9.702134 -3.153165 -3.214667  0.53
107 Cl 3.516662 -1.836858 8.038757  0.53
108 Cl -2.533018 11.376648 1.615303  0.53
109 Cl 1.636289 -7.481373 1.771651  0.51
110 Cl -5.289339 -2.375325 2.776596  0.53
111 H -6.768402 -3.945581 3.669306  0.01
112 Cl -9.071851 7.411748 4.902662  0.48
113 O 6.141044 -1.638925 -6.952194  0.04
114 Cl -4.074301 3.827689 2.807117  0.53
115 H 1.179095 -9.454018 -6.562283  -0.08
116 Cl 8.120472 -3.067924 1.697840  0.52
117 H 3.328765 -8.297183 -6.996334  0.01
118 Cl 2.312969 -3.937239 4.027924  0.55
119 Cl 0.690591 1.531060 1.857021  0.50
120 H 11.746745 -4.231392 -3.520924  0.01
121 Cl 4.087430 3.207278 0.182746  0.51
122 Cl 4.648960 0.624309 -1.020864  0.50
123 Cl -0.394515 0.670783 7.106035  0.54
124 Cl -7.413955 -3.823949 1.429399  0.51
125 C 5.005808 -1.010546 -7.535453  -0.51
126 Cl -0.988746 -6.978771 -3.971935  0.44
127 H 5.289233 0.591521 -6.275479  0.05
128 H 2.286896 0.138363 8.105042  -0.06

Atomic forces in eV per Å
Cl -0.027 0.021 -0.018
Cl -0.165 -0.128 0.169
C -0.050 0.033 -0.030
H -0.759 0.214 -0.165
H 0.030 0.088 -0.013
Cl 0.029 -0.009 -0.005
Cl -0.020 0.032 -0.020
H 0.020 0.022 0.083
C -0.086 -0.235 -0.175
C 0.067 -0.008 -0.099
H -0.030 -0.093 0.033
Cl -0.025 0.010 0.011
Cl -0.130 -0.129 0.058
Cl 0.041 -0.014 0.014
Cl 0.682 0.662 0.147
In -0.298 0.029 0.607
C -0.541 -0.101 -0.667
H -0.784 0.439 -0.349
Cl -0.001 0.005 0.120
Cl -0.007 0.009 0.026
Cl 0.025 -0.081 0.023
C 0.013 0.073 -0.190
C 0.134 -0.077 -0.449
Cl -0.046 -0.124 0.147
C -0.234 -0.282 -0.031
H -0.059 -0.034 0.077
H 0.568 -0.175 -0.648
H -0.059 -0.054 0.044
C 0.051 0.340 -0.031
Cl -0.040 0.013 -0.063
Cl -0.265 -0.461 -0.002
H -0.048 0.040 -0.133
C 0.096 0.048 -0.074
Cl 0.084 -0.136 0.040
Cl -0.076 0.178 0.070
Cl 0.105 -0.006 0.159
C -0.021 0.098 -0.040
H 0.044 0.065 -0.055
H 0.002 0.086 -0.043
C 0.005 0.025 0.119
Cl 0.003 0.016 0.028
H 0.339 0.747 0.067
C 0.197 0.127 -0.093
H -0.002 -0.091 0.003
C 0.142 -0.060 -0.222
C 0.013 -0.062 -0.072
H -0.287 0.032 0.661
Cl -0.022 0.004 -0.024
Cl 0.023 -0.002 -0.033
C -2.412 -1.903 -1.396
H 0.064 -0.022 -0.156
Cl 0.023 -0.030 0.010
Cl 0.044 -0.103 -0.024
Cl -0.056 0.007 0.064
Cl -0.005 -0.064 -0.016
Cl -0.003 0.010 -0.095
C -0.055 -0.039 -0.040
Cl -0.054 -0.044 -0.101
Br 0.172 -0.057 -0.122
Cl 0.080 -0.001 0.046
Cl -0.053 0.044 -0.057
Cl 0.017 -0.009 -0.002
Cl -0.074 -0.009 0.024
Cl -0.025 0.005 -0.020
C 0.043 -0.067 0.167
Cl -0.020 -0.011 -0.001
C 0.647 -0.007 1.674
Cl -0.043 0.023 -0.030
Cl -0.002 -0.002 0.006
H -0.013 0.018 -0.094
C 0.052 0.027 -0.042
Cl 0.059 -0.008 0.032
Cl 0.004 0.023 -0.036
Cl 0.070 0.227 0.006
H 0.034 0.071 0.060
H -0.027 -0.065 0.071
H 0.074 -0.021 0.173
C -0.026 -0.114 -0.401
Cl 0.050 -0.007 0.160
C 0.165 0.111 -0.117
C 0.052 0.029 -0.079
H -0.020 -0.049 0.023
C 0.026 -0.102 0.031
Cl 0.007 -0.019 0.000
H 0.022 0.052 0.070
O 1.308 0.980 2.967
Cl -0.010 -0.035 0.066
Cl -0.209 -0.104 -0.158
C 0.066 -0.047 0.032
Cl 0.047 0.038 -0.092
O 2.587 2.487 0.650
H 0.660 0.493 -0.071
H -0.053 -0.051 0.067
Cl 0.017 -0.050 -0.010
Cl -0.002 -0.024 0.008
Cl -0.049 0.099 -0.103
Cl -0.073 0.042 -0.037
H 0.040 -0.747 0.250
Cl 0.003 -0.012 -0.042
Cl 0.008 0.011 -0.020
C -0.101 -0.018 -0.066
H 0.080 0.025 0.040
C -0.092 -0.018 -0.015
Br -0.172 -0.357 -0.171
C -0.070 -0.068 -0.083
Cl 0.006 0.014 -0.041
Cl 0.005 -0.036 -0.042
Cl -0.008 0.011 -0.002
Cl 0.017 -0.013 0.130
Cl 0.010 0.065 0.013
H -0.049 0.001 0.080
Cl -0.006 -0.098 0.089
O -0.345 -0.436 0.358
Cl -0.126 -0.014 0.031
H -0.060 -0.095 -0.030
Cl -0.021 -0.018 0.032
H -0.002 -0.120 -0.105
Cl -0.056 0.005 -0.023
Cl 0.081 -0.008 0.083
H 0.086 0.001 0.034
Cl 0.000 0.009 0.011
Cl 0.058 0.025 0.005
Cl -0.011 -0.023 0.029
Cl -0.026 0.009 0.042
C -1.285 -1.402 -3.266
Cl -0.170 0.245 0.137
H 0.515 0.209 0.528
H -0.051 0.033 -0.054

- net charge = -1
- HOMO-LUMO gap (eV) = 6.69

---

Record 2
ORCA calculation (ωB97M-V with the def2-TZVPD basis set) on 2 unconnected molecules or ions with the total composition C3H6N4O3 at a distorted geometry.

Last column: Löwdin charge in e.
Atoms and positions in Å:
1 H 0.892813 0.824539 1.445669  0.08
2 H 3.634587 -1.595916 0.444597  0.28
3 O -2.039594 1.551497 0.490129  0.05
4 N 1.038742 0.335509 -1.148883  -0.06
5 C 1.830587 -0.031667 -0.011963  -0.56
6 N 1.850608 0.536839 1.235252  0.12
7 O -2.261777 -1.266672 -0.882005  0.10
8 N -0.033529 1.142389 -0.910526  -0.05
9 C -1.512007 -0.724339 0.143586  -0.48
10 N 2.851038 -0.787518 -0.399300  0.02
11 H 2.696421 0.113363 1.910454  0.19
12 O -1.027809 -1.201349 1.161866  0.11
13 C -1.197972 0.732099 0.051103  -0.31
14 H -2.651333 -1.882783 -0.059723  0.22
15 H 0.205588 2.224638 -1.017400  0.18
16 H 3.183699 -0.798748 -1.415689  0.12

Atomic forces in eV per Å
H 0.749 -0.048 1.285
H -3.514 3.666 -3.474
O 2.795 -2.252 -0.941
N 2.325 -2.691 3.296
C -1.192 2.548 -3.560
N 1.802 -2.202 0.347
O -0.425 -1.869 6.292
N -2.676 2.446 3.030
C 2.825 1.619 -0.028
N 5.347 -4.227 1.264
H -3.899 1.716 -2.040
O -1.730 -1.113 -1.484
C -0.311 4.761 -3.268
H 0.229 0.589 -3.825
H -1.184 -2.812 0.806
H -1.142 -0.131 2.300

- net charge = 0
- HOMO-LUMO gap (eV) = 7.88

---

Record 3
ORCA calculation (ωB97M-V with the def2-TZVPD basis set) on a molecular structure, C33H35As2N3PPdSe2 at a distorted geometry.

Last column: Löwdin charge in e.
Atoms and positions in Å:
1 H 3.256163 -0.566639 -1.046250  0.03
2 C 1.693466 -5.161240 2.183660  -0.07
3 As -1.520623 1.383297 1.194499  1.08
4 N -0.936013 1.033959 -1.879256  -0.08
5 H -5.299928 -6.067874 0.547200  0.11
6 C -4.120527 -6.794031 -1.088700  -0.07
7 H 3.239838 4.007209 3.237127  0.11
8 C -0.217850 5.398482 -0.119080  -0.20
9 H 1.283988 -1.221342 2.796039  0.02
10 H -2.245461 3.048641 -0.537543  0.02
11 H -1.196567 -5.461225 -2.140151  0.10
12 H -4.807509 -7.594501 -1.330027  0.11
13 H 3.075901 -5.781612 -0.844998  0.11
14 H -2.528510 1.903984 3.429394  0.04
15 H 3.462847 1.969502 1.885903  0.10
16 H -2.719950 0.249004 -2.560188  0.10
17 H -2.570748 3.636427 1.120984  0.03
18 Pd -0.848286 -0.421994 -0.215295  -0.01
19 H 3.483091 -6.167222 1.564163  0.11
20 N 0.199299 4.739079 -1.193887  0.15
21 C 2.598489 -5.632717 1.243248  -0.07
22 C 1.782822 6.304262 0.355623  -0.12
23 H 1.082357 -4.536131 -1.575664  0.07
24 C -2.378287 0.979783 2.873240  -0.30
25 As 1.490396 0.026718 0.624721  1.10
26 H 2.951375 -0.621800 2.588063  0.03
27 H -1.729931 0.312173 3.436638  0.03
28 C 1.487017 4.895419 -1.527122  -0.26
29 C 3.164363 0.258803 -0.342313  -0.28
30 C 0.327646 -4.254630 0.420014  -0.41
31 C -3.524524 -4.899992 0.268852  -0.10
32 H 2.950148 4.700119 -3.112995  0.11
33 H -3.335146 0.492286 2.697565  0.03
34 Se -1.906299 -2.076811 1.421116  0.38
35 C -2.091684 -5.594882 -1.542842  -0.10
36 H -0.142173 -4.103935 2.512143  0.07
37 H -1.006449 3.837593 2.836855  0.10
38 C 2.475881 2.371143 2.083360  -0.10
39 C 1.348027 1.731502 1.570505  -0.41
40 P -1.185226 -3.420616 -0.126813  0.20
41 H 2.391422 6.927832 1.000716  0.12
42 C 0.090037 2.269408 1.832010  -0.40
43 H 0.992572 4.928818 3.734022  0.11
44 H 1.947425 3.121727 -4.478762  0.12
45 Se -0.745839 -2.258135 -1.905959  0.37
46 C 0.082873 1.846329 -2.120951  -0.11
47 H 1.869059 -5.326931 3.238511  0.11
48 C 2.370721 -5.416856 -0.109703  -0.07
49 C -0.031758 3.416260 2.617313  -0.12
50 C -1.865113 1.618098 -3.990848  -0.02
51 C 0.559825 -4.474093 1.774920  -0.12
52 C 2.326463 5.689424 -0.757901  0.00
53 C 1.240114 -4.727755 -0.521777  -0.11
54 C 1.445897 3.357597 -3.545040  -0.03
55 C 0.221848 2.570695 -3.287107  -0.20
56 H -3.746248 -4.224771 1.085804  0.06
57 C -0.769422 2.433066 -4.248267  0.01
58 H -0.687463 2.965351 -5.188050  0.13
59 H 4.020087 0.251149 0.331463  0.03
60 C -2.609658 2.779187 0.451504  -0.25
61 H -1.269609 5.302385 0.125264  0.10
62 N 0.500270 6.175603 0.685251  0.10
63 H -2.744669 -7.296167 -2.662199  0.11
64 C -2.369352 -4.731545 -0.482226  -0.40
65 H 2.389496 -2.065985 1.699589  0.02
66 C -4.398775 -5.936270 -0.036872  -0.07
67 C 2.010221 4.282495 -2.770808  -0.02
68 C 1.095376 4.038354 3.127743  -0.08
69 H -3.632276 2.413887 0.377198  0.04
70 C 2.103072 -1.089834 2.090644  -0.27
71 H 0.841872 1.910665 -1.349327  0.08
72 H -2.661411 1.501644 -4.712124  0.12
73 C -1.909981 0.924689 -2.795039  -0.15
74 C 2.354467 3.518355 2.851396  -0.06
75 H 3.363549 5.833337 -1.028655  0.12
76 H 3.147665 1.196384 -0.896590  0.02
77 C -2.964177 -6.624584 -1.842932  -0.07

Atomic forces in eV per Å
H 0.037 -0.002 -0.012
C 0.000 0.004 -0.011
As 0.644 -0.473 0.270
N -0.239 -0.298 -0.120
H 0.006 0.005 -0.002
C 0.012 0.007 -0.021
H -0.002 -0.016 0.021
C 0.066 -0.002 -0.069
H -0.002 -0.026 0.010
H 0.036 0.056 0.031
H -0.007 0.006 0.015
H 0.009 -0.004 0.017
H -0.006 0.008 0.003
H -0.010 -0.017 0.032
H 0.003 -0.017 0.007
H -0.005 -0.022 0.008
H -0.078 0.031 -0.028
Pd -1.185 0.541 -0.053
H -0.006 0.002 -0.003
N -0.024 0.065 0.084
C -0.007 0.009 -0.011
C -0.031 0.003 0.028
H -0.005 0.006 -0.002
C -0.139 0.015 0.000
As 0.510 0.011 0.076
H 0.014 -0.025 0.029
H 0.010 0.000 0.024
C 0.011 -0.112 -0.184
C 0.081 0.020 0.008
C 0.108 -0.042 0.059
C -0.011 -0.027 0.017
H 0.012 0.022 0.037
H -0.025 0.000 0.000
Se 0.103 0.203 -0.405
C 0.035 0.001 -0.008
H 0.014 0.006 -0.015
H -0.004 0.000 -0.012
C -0.016 0.029 -0.045
C 0.067 -0.045 0.116
P 0.038 -0.347 0.083
H -0.002 0.015 0.000
C -0.082 0.176 0.020
H -0.004 -0.001 -0.034
H 0.001 -0.005 0.018
Se 0.040 -0.012 0.157
C 0.186 -0.063 0.328
H -0.002 0.000 -0.006
C -0.025 0.010 0.030
C 0.054 -0.050 -0.029
C 0.135 0.042 0.097
C -0.057 -0.049 0.022
C 0.067 0.050 0.031
C 0.034 0.051 0.012
C -0.075 -0.011 0.031
C 0.092 0.177 -0.347
H -0.004 0.011 -0.015
C -0.136 -0.054 -0.041
H -0.021 -0.013 0.002
H 0.014 0.014 -0.007
C -0.092 0.008 -0.103
H -0.003 -0.012 -0.004
N 0.046 -0.044 -0.114
H -0.011 0.014 -0.005
C -0.036 -0.079 -0.079
H -0.002 -0.002 -0.005
C 0.017 0.027 0.015
C -0.109 0.095 0.138
C 0.045 -0.038 0.006
H -0.026 0.021 -0.002
C 0.020 -0.011 0.038
H -0.007 0.003 -0.038
H 0.006 0.001 0.006
C 0.031 0.133 -0.094
C -0.078 0.030 -0.020
H -0.001 -0.006 0.018
H 0.001 0.003 -0.033
C -0.030 -0.003 0.033

- net charge = +1
- HOMO-LUMO gap (alpha / beta) (eV) = 6.57 / 6.57